122
Properties=species:S:1:pos:R:3:mulliken_charge:R:1 method="wB97M-V/def2-TZVPD" smiles="CCCCN[C@@H](C#N)[C@@H](C#N)CCCCCCCCCCCCOC.CN(C)P(=O)(N(C)C)N(C)C.CN(C)P(=O)(N(C)C)N(C)C" homo_ev=-8.15 lumo_ha=-0.004 e_tot_ha=-2703.400169
C 1.662 -5.119 -0.573 -1.52
C 2.097 -3.855 -1.305 0.00
C 3.267 -4.062 -2.294 -0.74
C 4.218 -2.871 -2.391 -0.68
N 3.631 -1.724 -3.094 -0.22
C 2.912 -0.812 -2.232 0.65
C 3.762 -0.149 -1.198 0.14
N 4.394 0.269 -0.312 -0.73
C 2.341 0.327 -3.140 0.21
C 1.132 -0.263 -3.762 -0.15
N 0.121 -0.696 -4.161 -0.64
C 1.885 1.572 -2.368 -1.28
C 0.870 1.276 -1.250 -0.19
C -0.527 1.862 -1.547 -0.81
C -1.523 1.360 -0.494 -0.77
C -2.036 -0.064 -0.811 -0.33
C -3.032 -0.481 0.276 -0.58
C -4.405 0.211 0.187 -0.23
C -5.509 -0.669 -0.446 -0.99
C -6.250 0.015 -1.622 -0.67
C -6.705 -0.999 -2.701 -0.93
C -8.215 -1.369 -2.568 -0.49
C -8.906 -0.940 -3.874 -0.60
O -10.318 -0.862 -3.801 -0.41
C -10.910 -2.020 -3.243 -0.71
H 1.463 -5.945 -1.254 0.36
H 0.709 -4.900 -0.083 0.39
H 2.359 -5.365 0.224 0.36
H 2.428 -3.109 -0.574 0.25
H 1.283 -3.375 -1.853 0.23
H 3.822 -4.972 -2.053 0.47
H 2.852 -4.240 -3.289 0.28
H 4.654 -2.637 -1.411 0.32
H 5.048 -3.216 -3.012 0.49
H 4.397 -1.192 -3.492 0.36
H 2.055 -1.254 -1.739 -0.29
H 3.030 0.540 -3.955 0.68
H 1.384 2.225 -3.088 0.64
H 2.744 2.143 -2.018 0.38
H 0.729 0.212 -1.057 -0.05
H 1.206 1.741 -0.323 0.38
H -0.842 1.575 -2.549 0.42
H -0.434 2.945 -1.437 0.31
H -1.078 1.319 0.503 0.28
H -2.390 2.021 -0.459 0.51
H -1.176 -0.738 -0.812 0.05
H -2.463 -0.077 -1.817 0.32
H -3.161 -1.566 0.289 0.58
H -2.592 -0.226 1.245 -0.08
H -4.712 0.455 1.211 0.06
H -4.336 1.152 -0.362 0.36
H -6.268 -0.860 0.317 0.21
H -5.119 -1.642 -0.746 0.59
H -5.639 0.816 -2.038 0.45
H -7.150 0.493 -1.227 0.35
H -6.156 -1.932 -2.588 0.39
H -6.523 -0.546 -3.675 0.46
H -8.666 -0.857 -1.720 0.35
H -8.302 -2.448 -2.454 0.30
H -8.610 -1.586 -4.711 0.29
H -8.541 0.066 -4.086 0.42
H -10.362 -2.936 -3.476 0.31
H -11.036 -1.882 -2.167 0.26
H -11.895 -2.121 -3.699 0.26
C 10.961 1.375 -0.803 -0.84
N 10.631 1.763 -2.151 0.16
C 11.815 2.046 -2.938 -1.12
P 9.190 2.433 -2.785 0.79
O 8.924 1.422 -3.880 -0.82
N 7.744 2.118 -1.859 0.16
C 7.652 0.956 -0.984 -0.87
C 6.544 2.202 -2.685 -1.25
N 9.407 4.005 -1.967 0.01
C 8.958 4.225 -0.610 -0.81
C 9.020 5.147 -2.809 -1.00
H 11.355 2.212 -0.203 0.31
H 11.729 0.597 -0.820 0.36
H 10.121 0.933 -0.276 0.17
H 12.274 3.005 -2.649 0.31
H 11.570 2.097 -4.001 0.33
H 12.558 1.254 -2.825 0.37
H 8.013 0.035 -1.461 0.35
H 6.622 0.789 -0.670 0.15
H 8.202 1.119 -0.056 0.22
H 6.387 1.294 -3.281 0.27
H 6.607 3.046 -3.378 0.43
H 5.666 2.365 -2.055 0.44
H 7.870 4.319 -0.528 0.30
H 9.406 5.155 -0.248 0.37
H 9.290 3.440 0.067 0.22
H 7.929 5.228 -2.916 0.33
H 9.449 5.041 -3.809 0.31
H 9.398 6.084 -2.394 0.36
C -3.038 -2.025 5.447 -0.91
N -3.465 -0.758 4.910 0.39
C -2.340 0.077 4.535 -1.29
P -4.932 0.097 5.128 0.63
O -5.313 0.273 3.674 -0.73
N -6.305 -0.882 5.584 0.19
C -6.354 -2.300 5.256 -1.09
C -7.567 -0.247 5.209 -1.10
N -4.604 0.490 6.837 0.01
C -4.933 -0.426 7.905 -0.84
C -5.025 1.852 7.203 -1.02
H -2.571 -1.931 6.441 0.33
H -2.298 -2.478 4.781 0.34
H -3.845 -2.749 5.509 0.17
H -1.830 0.491 5.419 0.25
H -2.670 0.914 3.913 0.39
H -1.616 -0.487 3.943 0.39
H -6.060 -2.511 4.220 0.31
H -7.362 -2.690 5.406 0.36
H -5.723 -2.880 5.932 0.28
H -7.797 -0.378 4.146 0.30
H -7.536 0.827 5.412 0.35
H -8.386 -0.664 5.800 0.35
H -6.007 -0.476 8.112 0.31
H -4.430 -0.085 8.815 0.38
H -4.570 -1.433 7.712 0.23
H -6.119 1.938 7.278 0.34
H -4.683 2.568 6.450 0.32
H -4.588 2.153 8.156 0.36

123
Properties=species:S:1:pos:R:3:mulliken_charge:R:1 method="wB97M-V/def2-TZVPD" homo_ev=-9.52 lumo_ha=-0.100 e_tot_ha=-2260.459244
C -1.746 0.610 1.254 0.27
C -0.473 1.587 1.089 0.14
O -0.510 2.613 1.751 -0.50
N 0.633 1.139 0.213 1.96
H 1.389 1.712 -0.037 0.09
H 0.973 0.085 0.247 -1.14
C 0.149 0.866 -1.249 -0.41
H -2.799 0.593 0.464 -0.21
H -2.127 1.030 2.111 0.86
H -1.337 -0.404 1.213 -0.67
H -0.562 0.161 -1.250 0.13
H 1.017 0.357 -1.782 0.06
H -0.340 1.694 -1.682 0.55
O 1.310 -1.388 0.364 0.38
H 1.721 -2.219 0.409 -0.12
C 3.288 5.435 -0.170 -1.38
C 2.782 4.355 0.650 1.10
C 1.723 4.898 1.681 -1.73
O 2.223 3.326 -0.125 -0.54
H 4.064 6.032 0.300 0.36
H 2.430 5.935 -0.523 0.39
H 3.820 4.921 -0.947 0.29
H 3.661 3.746 1.093 -0.09
H 1.780 5.616 2.405 0.58
H 1.389 4.084 2.291 0.32
H 0.822 5.290 1.301 0.44
H 2.902 3.055 -0.904 -0.09
C 3.495 1.252 -4.026 -1.24
C 4.558 2.218 -3.563 0.66
C 4.341 3.496 -4.309 -1.57
O 4.479 2.556 -2.208 -0.59
H 3.910 0.914 -5.047 0.42
H 2.588 1.667 -4.172 0.42
H 3.399 0.223 -3.446 0.07
H 5.560 1.724 -3.566 0.29
H 4.714 3.340 -5.422 0.30
H 4.928 4.236 -3.984 0.57
H 3.370 4.077 -4.237 0.34
H 4.416 1.884 -1.553 -0.07
C 2.321 -4.254 -3.679 -1.50
C 2.277 -3.644 -2.354 1.03
C 3.749 -3.309 -1.948 -1.56
O 1.576 -2.548 -2.439 -0.54
H 1.293 -4.634 -4.115 0.31
H 2.829 -5.323 -3.726 0.33
H 2.765 -3.590 -4.423 0.36
H 2.059 -4.082 -1.359 0.06
H 3.785 -2.803 -0.912 0.02
H 4.220 -2.708 -2.657 0.39
H 4.295 -4.130 -1.862 0.77
H 1.638 -2.070 -1.648 -0.18
C -5.189 5.132 2.454 -1.99
C -5.460 4.653 0.996 0.85
C -4.312 3.908 0.384 -1.72
O -6.529 3.836 0.826 -0.51
H -4.322 5.553 2.466 0.55
H -5.089 4.502 3.083 0.73
H -6.107 5.665 2.816 0.32
H -5.590 5.579 0.309 0.12
H -4.274 2.897 0.457 0.59
H -3.256 4.329 0.286 0.32
H -4.616 3.916 -0.639 0.52
H -6.533 3.281 0.189 0.25
C -3.286 -1.234 4.205 -2.12
C -3.439 -2.381 3.193 1.40
C -4.745 -3.077 3.338 -1.78
O -3.544 -1.731 1.957 -0.43
H -2.989 -1.559 5.059 0.81
H -4.139 -0.706 4.458 0.51
H -2.515 -0.401 4.157 0.24
H -2.565 -3.004 3.188 0.11
H -4.784 -3.690 2.536 0.44
H -5.669 -2.310 3.175 0.20
H -4.911 -3.611 4.149 0.52
H -2.855 -1.956 1.379 -0.10
C -2.690 -4.692 0.345 -1.41
C -1.582 -3.681 -0.220 0.85
C -2.167 -2.736 -1.232 -0.64
O -1.055 -2.767 0.776 -0.37
H -2.260 -4.757 1.319 0.38
H -2.354 -5.705 -0.012 0.46
H -3.747 -4.453 0.223 0.27
H -0.643 -4.397 -0.650 0.02
H -1.222 -2.227 -1.670 -0.01
H -2.937 -2.093 -1.015 0.23
H -2.624 -3.496 -1.975 0.29
H -0.390 -2.175 0.524 -0.28
C 5.843 0.187 -0.418 -2.24
C 4.571 -0.046 0.461 0.81
C 4.493 0.964 1.491 -1.00
O 3.410 0.171 -0.437 1.00
H 6.593 -0.419 0.074 0.53
H 6.267 1.248 -0.499 0.26
H 5.888 -0.171 -1.255 0.78
H 4.563 -1.194 0.621 0.56
H 4.609 1.956 1.092 -0.05
H 5.246 0.507 2.312 0.28
H 3.472 1.022 1.833 0.22
H 2.726 -0.424 -0.152 -0.66
C 2.698 -1.171 4.890 -1.93
C 1.562 -1.653 3.978 0.99
C 0.192 -2.093 4.677 -0.94
O 1.409 -0.632 3.020 -0.28
H 2.570 -0.443 5.497 0.56
H 3.555 -1.060 4.418 0.46
H 2.738 -2.074 5.656 0.32
H 2.125 -2.457 3.379 0.21
H 0.374 -3.006 5.301 0.40
H -0.347 -2.538 3.851 -0.03
H -0.441 -1.305 4.941 0.33
H 1.356 -1.037 2.145 -0.27
C -5.787 -1.872 -2.743 -0.32
C -5.008 -0.625 -2.254 -0.66
C -3.797 -0.259 -3.139 0.64
O -3.024 0.694 -2.757 -0.57
C -3.504 -1.273 -4.168 -0.29
C -4.338 -2.396 -4.594 -0.46
C -5.556 -2.815 -3.890 0.37
O -6.179 -3.831 -4.207 -0.55
H -6.714 -1.777 -1.983 0.19
H -5.357 -0.001 -1.532 0.78
H -2.672 -1.037 -4.902 0.32
H -3.950 -3.138 -5.101 0.53

137
Properties=species:S:1:pos:R:3:mulliken_charge:R:1 method="wB97M-V/def2-TZVPD" charge=-1 homo_ev=-7.06 lumo_ha=0.059 e_tot_ha=-5364.043909
As -16.441 23.457 -7.787 2.11
F -15.437 23.912 -6.377 -0.51
F -17.403 22.301 -6.787 -0.52
F -17.405 22.947 -9.217 -0.55
F -15.592 24.694 -8.817 -0.53
F -15.277 22.205 -8.230 -0.50
F -17.756 24.637 -7.486 -0.51
C -17.472 32.794 -6.359 -1.33
C -16.902 32.001 -7.544 -0.53
N -15.507 31.965 -7.806 0.27
C -14.836 33.238 -7.614 -0.09
C -13.446 33.078 -7.205 -1.38
C -15.235 31.109 -8.950 -0.65
C -15.610 31.807 -10.295 -1.11
H -17.548 33.859 -6.580 0.32
H -16.870 32.641 -5.463 0.21
H -18.483 32.444 -6.152 0.43
H -17.320 30.995 -7.538 0.44
H -17.375 32.347 -8.463 0.33
H -14.726 33.838 -8.518 0.17
H -15.096 33.812 -6.725 0.26
H -12.819 33.798 -7.731 0.37
H -13.254 33.165 -6.136 0.27
H -12.975 32.149 -7.526 0.31
H -15.845 30.230 -8.743 0.35
H -14.199 30.772 -8.922 0.37
H -16.298 31.192 -10.876 0.29
H -14.677 31.772 -10.858 0.28
H -16.014 32.812 -10.175 0.43
C -14.568 32.123 -1.984 -0.94
C -14.610 30.627 -2.192 0.76
O -14.614 29.846 -1.260 -0.67
N -14.566 30.268 -3.423 -0.04
C -14.658 28.857 -3.887 -0.99
H -15.534 32.353 -1.535 0.24
H -14.433 32.781 -2.842 0.25
H -13.799 32.395 -1.260 0.30
H -14.538 30.947 -4.170 0.15
H -15.185 28.714 -4.830 0.35
H -15.218 28.207 -3.215 0.28
H -13.689 28.371 -4.000 0.31
C -21.571 19.896 -10.941 -0.97
C -21.243 20.304 -12.327 0.75
O -21.979 19.966 -13.274 -0.70
N -20.203 21.087 -12.439 -0.15
C -19.439 21.577 -13.617 -0.83
H -22.266 19.060 -10.858 0.32
H -22.222 20.720 -10.650 0.18
H -20.696 19.688 -10.326 0.33
H -19.656 21.248 -11.605 0.19
H -18.736 22.331 -13.259 0.31
H -20.211 21.960 -14.283 0.29
H -18.796 20.832 -14.085 0.28
C -11.291 21.652 -11.628 -0.92
C -11.969 20.478 -12.380 0.68
O -12.181 19.463 -11.810 -0.62
N -12.219 20.645 -13.660 -0.19
C -12.936 19.763 -14.544 -0.83
H -11.943 22.108 -10.884 0.24
H -10.860 22.365 -12.331 0.28
H -10.558 21.273 -10.916 0.28
H -12.195 21.584 -14.031 0.21
H -12.885 20.214 -15.535 0.33
H -13.943 19.624 -14.151 0.25
H -12.380 18.830 -14.446 0.27
C -17.285 17.726 -3.839 -1.07
C -17.016 16.386 -3.314 0.69
O -17.553 15.431 -3.896 -0.67
N -16.360 16.204 -2.159 -0.18
C -15.562 17.151 -1.412 -0.86
H -16.328 18.122 -4.178 0.31
H -17.632 18.274 -2.963 0.34
H -18.147 17.751 -4.505 0.28
H -16.365 15.247 -1.839 0.24
H -15.654 18.218 -1.616 0.33
H -14.531 17.012 -1.736 0.31
H -15.738 16.968 -0.352 0.30
C -18.384 14.137 -10.929 -1.14
C -18.189 14.293 -9.439 0.80
O -18.382 13.373 -8.639 -0.67
N -17.668 15.409 -8.893 -0.13
C -17.161 16.594 -9.516 -0.79
H -17.451 14.302 -11.469 0.31
H -19.180 14.851 -11.142 0.31
H -18.786 13.184 -11.270 0.27
H -17.662 15.348 -7.885 0.19
H -17.432 16.616 -10.572 0.27
H -16.079 16.647 -9.635 0.28
H -17.447 17.415 -8.858 0.30
C -11.552 27.133 -15.884 -1.12
C -12.715 26.311 -15.222 0.75
O -12.653 25.113 -15.069 -0.63
N -13.558 27.111 -14.570 -0.19
C -14.595 26.767 -13.636 -0.85
H -11.974 27.452 -16.837 0.32
H -10.659 26.538 -16.073 0.29
H -11.375 28.110 -15.435 0.32
H -13.384 28.098 -14.693 0.19
H -14.468 25.740 -13.294 0.33
H -15.536 26.808 -14.185 0.27
H -14.451 27.435 -12.787 0.31
C -18.777 27.418 1.117 -1.11
C -19.085 26.747 -0.123 0.70
O -19.915 25.859 -0.174 -0.62
N -18.645 27.299 -1.295 -0.12
C -19.376 27.179 -2.507 -0.88
H -19.393 28.297 1.306 0.27
H -17.712 27.645 1.165 0.32
H -19.137 26.902 2.007 0.34
H -18.029 28.098 -1.236 0.17
H -19.673 26.139 -2.637 0.31
H -18.956 27.365 -3.495 0.32
H -20.262 27.800 -2.375 0.29
C -10.467 24.441 -5.301 -0.98
C -10.572 24.081 -3.833 0.70
O -9.593 24.068 -3.173 -0.60
N -11.832 23.711 -3.459 -0.15
C -12.041 22.949 -2.275 -0.89
H -11.425 24.652 -5.775 0.31
H -9.955 23.574 -5.718 0.24
H -9.797 25.279 -5.492 0.30
H -12.544 23.652 -4.173 0.16
H -12.132 21.876 -2.443 0.30
H -13.027 23.212 -1.892 0.29
H -11.284 23.127 -1.512 0.32
C -21.613 25.825 -9.717 -1.07
C -22.714 24.987 -9.057 0.69
O -23.876 25.334 -9.323 -0.67
N -22.299 24.069 -8.198 -0.14
C -23.198 23.212 -7.431 -0.97
H -22.155 26.660 -10.161 0.34
H -21.202 25.400 -10.632 0.27
H -20.934 26.322 -9.024 0.33
H -21.307 23.959 -8.048 0.23
H -24.168 22.920 -7.833 0.28
H -23.361 23.798 -6.527 0.38
H -22.733 22.321 -7.009 0.33

no.,frontier orbital gap (eV),maximum force (hartree/bohr)
1,8.04,0.124
2,6.79,0.238
3,8.67,0.106